DFT (ωB97M-V/def2-TZVPD) results for one molecule with the formula C4H5Cl2N3O at a distorted geometry.

Calculated values
energy relative to the best compared isomer or geometry (same formula, charge and spin)	66.06	kcal per mole
HOMO level	-9.17	eV
max |F|	3.439	eV Å⁻¹
lowest unoccupied orbital energy	0.044	eV

Atoms and positions in Å:
1 H -1.164 -0.078 -2.229
2 C 0.293 0.132 0.882
3 Cl -3.379 0.614 2.234
4 H -0.542 0.398 4.034
5 C -0.247 -0.005 -1.552
6 C -1.983 -0.126 0.158
7 N -1.880 0.266 1.494
8 N 0.366 1.451 1.812
9 O -0.252 -0.288 3.318
10 H 0.375 -0.983 -1.701
11 Cl 1.639 1.832 2.894
12 H 1.203 -0.340 0.658
13 H 0.258 0.926 -1.846
14 C -0.481 0.341 2.079
15 N -0.672 0.059 -0.224

Force components x, y, z for each atom (eV/Å):
1.211 -0.054 1.020
-0.843 1.045 -0.708
0.768 -0.126 0.606
0.792 -1.780 -1.787
0.138 -1.780 -2.711
2.389 1.922 1.558
-0.561 -0.349 -0.419
-1.754 1.285 -2.543
-1.685 1.822 0.410
-0.687 1.926 -0.163
-0.056 -0.744 -0.433
1.095 -0.822 0.493
0.274 -0.539 0.056
-0.622 -1.883 2.420
-0.459 0.076 2.200

Atomic partial charges in e from the Löwdin method, atoms 1 to 5: 0.11, -0.09, 0.65, 0.15, -0.11